Entry 1:
Here is a structure of composition C14H15N2NiO5 from the Open Molecules 2025 dataset. Energies are from ωB97M-V/def2-TZVPD.

CARTESIAN COORDINATES (ANGSTROEM)
Ni: 1.443 0.930 -0.787
O: 2.578 1.309 0.863
O: 2.319 1.298 3.093
O: 0.472 4.710 -1.682
O: 1.295 2.629 -1.841
O: -0.520 0.514 -1.984
N: -3.427 -4.964 0.901
N: 0.042 1.905 0.418
C: 0.032 -2.528 -1.412
C: -0.524 -3.023 1.259
C: 0.882 -1.969 -0.434
C: -1.365 -3.544 0.268
C: 0.443 3.316 0.263
C: 0.572 -2.265 0.913
C: 1.978 -1.086 -0.769
C: -1.473 0.482 -0.922
C: 1.897 1.329 1.943
C: 0.753 3.618 -1.214
C: -1.343 1.702 -0.028
C: -1.062 -3.293 -1.074
C: 0.360 1.379 1.747
C: -2.506 -4.331 0.620
H: 0.238 -2.327 -2.456
H: 1.364 3.475 0.823
H: -1.271 -0.436 -0.372
H: -0.740 -3.224 2.301
H: -2.024 1.620 0.827
H: -0.501 1.395 -2.388
H: 2.372 -1.267 -1.774
H: -0.097 1.969 2.549
H: -2.492 0.422 -1.319
H: 2.781 -1.111 -0.034
H: -1.699 -3.703 -1.848
H: 1.215 -1.870 1.691
H: -0.021 0.356 1.811
H: -1.649 2.587 -0.593
H: -0.324 3.997 0.641

## Properties
charge: -1
multiplicity: 3
HOMO (alpha / beta): -4.66 / -4.98 eV
orbital gap (alpha / beta): 7.513 / 7.819 eV

Atomic partial charges in e from the Mulliken method, atoms 1 to 6: atom 1 (Ni): 0.3127, atom 2 (O): -0.6532, atom 3 (O): -0.7596, atom 4 (O): -0.7225, atom 5 (O): -0.6805, atom 6 (O): -0.5449

Entry 2:
Here is an isolated molecule of C2H2N4 from the Open Molecules 2025 dataset. Energies are from ωB97M-V/def2-TZVPD.

CARTESIAN COORDINATES (ANGSTROEM)
N: 1.437 -0.994 -0.078
N: 1.783 0.212 0.015
N: 0.182 -1.402 0.037
N: 0.838 1.179 0.077
C: -0.436 0.810 -0.082
C: -0.805 -0.524 0.005
H: -1.200 1.656 -0.150
H: -1.799 -0.938 0.176

## Properties
SMILES: c1cnnnn1
multiplicity: 1
HOMO: -10.15 eV
orbital gap: 9.493 eV
energy above the lowest of the compared OMol25 structures with the same formula, charge and spin: 269.5 kJ/mol

Atomic partial charges in e from the Mulliken method, atoms 1 to 6: atom 1 (N): -0.1269, atom 2 (N): -0.1305, atom 3 (N): -0.1851, atom 4 (N): -0.2027, atom 5 (C): -0.0928, atom 6 (C): 0.0199

Entry 3:
Here is a structure of composition C27H24MnN9S from the Open Molecules 2025 dataset. Energies are from ωB97M-V/def2-TZVPD.

CARTESIAN COORDINATES (ANGSTROEM)
Mn: 0.716 0.715 -0.103
S: 0.130 0.244 2.459
N: -1.856 1.367 3.791
N: -1.287 2.427 1.858
N: -0.880 -0.089 -0.819
N: -0.549 2.526 0.718
N: 1.530 -1.058 0.085
N: 0.633 2.244 -1.586
N: -3.403 -8.570 0.701
N: 2.463 1.623 0.461
N: 2.771 1.889 1.747
C: 0.834 -2.271 0.186
C: -1.068 -4.704 -0.973
C: -1.318 -1.395 -0.600
C: -0.504 -2.426 -0.111
C: 0.929 4.334 -3.369
C: -2.910 -7.543 0.566
C: -1.122 -3.772 0.056
C: 4.562 2.412 0.600
C: 2.804 -1.334 0.412
C: 1.742 -3.276 0.595
C: -1.065 1.402 2.726
C: 0.075 3.437 -1.325
C: -2.627 -1.518 -1.078
C: 1.467 3.091 -3.654
C: -1.906 0.557 -1.430
C: 0.212 4.507 -2.191
C: 3.554 1.956 -0.241
C: -1.656 -5.947 -0.806
C: 1.298 2.073 -2.730
C: 4.014 2.363 1.867
C: -0.733 3.515 -0.072
C: -2.993 -0.283 -1.607
C: -2.294 -6.252 0.392
C: -1.760 -4.078 1.254
C: 2.980 -2.690 0.720
C: -1.675 4.658 0.124
C: -2.346 -5.320 1.425
H: -2.104 4.959 -0.829
H: -0.573 -4.461 -1.904
H: -1.817 1.588 -1.731
H: -0.233 5.463 -1.959
H: -2.571 2.055 3.969
H: -1.729 0.635 4.472
H: -1.796 -3.348 2.052
H: -2.012 3.108 2.030
H: 1.693 1.080 -2.915
H: -3.922 -0.022 -2.084
H: 3.564 -0.570 0.416
H: -2.512 4.424 0.779
H: -1.623 -6.681 -1.599
H: 2.004 2.903 -4.572
H: 1.048 5.159 -4.058
H: 5.548 2.745 0.330
H: -3.210 -2.423 -1.057
H: 2.090 1.635 2.456
H: 3.911 -3.155 0.994
H: 1.482 -4.312 0.744
H: -1.146 5.517 0.544
H: 4.415 2.623 2.832
H: -2.843 -5.574 2.350
H: 3.570 1.838 -1.311

## Properties
charge: +2
multiplicity: 5
HOMO (alpha / beta): -13.34 / -13.31 eV
orbital gap (alpha / beta): 6.424 / 6.516 eV
energy above the lowest of the compared OMol25 structures with the same formula, charge and spin: 5.7 kJ/mol

Atomic partial charges in e from the Mulliken method, atoms 1 to 6: atom 1 (Mn): -0.0115, atom 2 (S): -0.4221, atom 3 (N): -0.3777, atom 4 (N): -0.5625, atom 5 (N): 0.7666, atom 6 (N): 0.7182

Entry 4:
Here is a structure of composition C2H7N4O from the Open Molecules 2025 dataset. Energies are from ωB97M-V/def2-TZVPD.

CARTESIAN COORDINATES (ANGSTROEM)
O: -1.455 1.091 0.568
N: -0.688 0.074 0.049
N: 1.420 0.755 1.116
N: 1.629 -0.032 -1.101
N: -1.569 0.769 -0.805
C: 1.154 0.277 -0.047
C: -0.857 -1.355 0.198
H: 2.431 0.970 1.146
H: -2.001 -1.533 0.209
H: 0.821 1.355 1.642
H: -0.404 -1.927 -0.560
H: 1.511 -0.159 -2.090
H: -1.385 1.494 -1.516
H: -0.606 -1.779 1.191

## Properties
charge: +1
multiplicity: 1
HOMO: -15.03 eV
orbital gap: 11.947 eV
energy above the lowest of the compared OMol25 structures with the same formula, charge and spin: 727.7 kJ/mol

Atomic partial charges in e from the Mulliken method, atoms 1 to 6: atom 1 (O): -0.3001, atom 2 (N): 0.7813, atom 3 (N): -0.3459, atom 4 (N): -0.3774, atom 5 (N): -0.6108, atom 6 (C): 0.4720

Entry 5:
Here is a cluster of 2 separate species, C40H37N4O2 in total from the Open Molecules 2025 dataset. Energies are from ωB97M-V/def2-TZVPD.

CARTESIAN COORDINATES (ANGSTROEM)
O: -2.974 -0.053 -1.507
O: 0.141 5.849 1.929
N: -1.314 2.272 1.064
N: -3.061 2.182 -2.167
N: 0.074 5.381 -0.330
N: -1.813 4.677 -2.285
C: 2.072 9.521 0.416
C: -4.715 0.282 2.721
C: -6.154 0.333 -4.742
C: -4.084 0.480 -3.555
C: -0.562 3.372 0.935
C: -3.513 0.948 2.503
C: -4.039 -0.092 -5.877
C: 3.860 1.085 3.931
C: -2.335 -0.852 3.592
C: -4.764 -0.901 3.465
C: 0.520 6.090 0.786
C: 2.614 0.425 3.710
C: -2.275 0.459 2.987
C: -6.066 -1.567 3.800
C: -1.583 3.855 -1.210
C: 6.206 -1.836 4.576
C: -3.076 4.516 -2.984
C: -3.551 -1.453 3.900
C: -5.429 0.059 -5.907
C: 1.503 7.186 0.468
C: -3.323 0.811 -2.308
C: 3.553 7.876 -0.590
C: -5.479 0.512 -3.536
C: 3.719 -1.691 4.273
C: 4.997 0.358 4.258
C: -3.354 0.082 -4.675
C: -0.692 4.223 -0.171
C: 1.437 1.125 3.249
C: 3.230 9.204 -0.298
C: 0.150 0.599 3.288
C: -3.281 3.061 -3.314
C: 2.707 6.852 -0.162
C: 0.187 5.898 -1.695
C: -1.180 5.984 -2.336
C: -2.144 1.904 0.087
C: 2.569 -0.987 3.948
C: -1.058 1.260 2.964
C: 1.205 8.505 0.830
C: 4.953 -1.042 4.367
C: -2.279 2.633 -1.098
H: -3.477 -0.348 -6.776
H: 4.459 7.616 -1.137
H: 3.906 2.178 3.831
H: -1.802 6.741 -1.825
H: -3.579 -2.382 4.478
H: 5.959 0.854 4.404
H: -2.707 1.005 0.281
H: -2.270 -0.043 -4.593
H: 3.888 9.995 -0.642
H: -6.671 -1.775 2.905
H: 3.669 -2.771 4.416
H: -7.240 0.403 -4.761
H: -5.896 -2.525 4.305
H: -5.632 0.692 2.304
H: -3.504 1.864 1.917
H: -6.683 -0.947 4.469
H: 0.066 -0.397 3.745
H: 2.936 5.797 -0.344
H: 0.287 8.715 1.387
H: 6.924 -1.696 3.752
H: 1.532 2.136 2.842
H: 0.132 3.570 1.745
H: 6.722 -1.538 5.496
H: -3.018 5.101 -3.905
H: -1.046 2.390 3.112
H: -1.101 6.274 -3.390
H: -5.956 -0.043 -6.854
H: -3.910 4.899 -2.373
H: -5.997 0.710 -2.596
H: 1.836 10.556 0.664
H: -1.427 -1.393 3.878
H: -4.305 2.937 -3.674
H: 5.984 -2.906 4.649
H: 0.620 6.897 -1.695
H: 1.629 -1.531 3.836
H: 0.839 5.219 -2.264
H: -2.591 2.766 -4.123

## Properties
charge: +1
multiplicity: 1
HOMO: -10.56 eV
orbital gap: 6.650 eV
energy above the lowest of the compared OMol25 structures with the same formula, charge and spin: 0.0 kJ/mol

Atomic partial charges in e from the Mulliken method, atoms 1 to 6: atom 1 (O): -0.6370, atom 2 (O): -0.6190, atom 3 (N): -0.2829, atom 4 (N): 0.1479, atom 5 (N): 0.1754, atom 6 (N): -0.0728

Entry 6:
Here is a cluster of 5 separate species, C2H12O5 in total from the Open Molecules 2025 dataset. Energies are from ωB97M-V/def2-TZVPD.

CARTESIAN COORDINATES (ANGSTROEM)
O: -1.917 0.791 1.219
O: 2.084 -2.926 1.759
O: 0.990 -0.435 -2.786
O: -0.297 -0.995 2.754
O: -2.083 0.848 -1.668
C: 1.256 1.382 -1.312
C: 1.269 -0.002 -1.670
H: 1.366 -2.706 2.326
H: 1.723 -3.495 1.031
H: -2.594 1.491 1.348
H: -1.694 0.740 0.211
H: 1.251 -0.688 -0.816
H: 1.421 1.963 -2.281
H: -2.047 1.580 -2.403
H: -0.797 -0.416 2.095
H: 2.017 1.696 -0.656
H: 0.390 1.617 -0.643
H: -0.637 -0.438 3.541
H: -1.702 -0.004 -2.048

## Properties
SMILES: CC=O.O.O.O.O
multiplicity: 1
HOMO: -10.21 eV
orbital gap: 10.480 eV
energy above the lowest of the compared OMol25 structures with the same formula, charge and spin: 106.9 kJ/mol

Atomic partial charges in e from the Mulliken method, atoms 1 to 6: atom 1 (O): -0.7194, atom 2 (O): -0.6432, atom 3 (O): -0.5012, atom 4 (O): -0.6368, atom 5 (O): -0.7122, atom 6 (C): -0.6995

Number 1: strongest force on any atom 0.0045 hartree/bohr. Number 2: strongest force on any atom 0.0436 hartree/bohr. Number 3: strongest force on any atom 0.0088 hartree/bohr. Number 4: strongest force on any atom 0.1127 hartree/bohr. Number 5: strongest force on any atom 0.0452 hartree/bohr. Number 6: strongest force on any atom 0.0689 hartree/bohr.